(1)
Computed, not measured: a 11-piece molecular cluster, C28H60F6N8O12S2 overall at a distorted geometry, with ωB97M-V with the def2-TZVPD basis set.

Element x y z (Å)
N  -17.153  -13.119  -14.652
H  -17.798  -12.732  -13.978
H  -16.273  -13.101  -14.157
H  -16.968  -12.538  -15.458
H  -17.407  -14.076  -14.850
C  -16.026  -17.342  -13.678
F  -14.867  -17.982  -13.651
F  -16.987  -18.263  -13.467
F  -16.029  -16.474  -12.651
S  -16.252  -16.374  -15.349
O  -15.236  -15.320  -15.387
O  -16.152  -17.382  -16.409
N  -17.823  -15.588  -15.129
S  -18.811  -16.488  -15.891
O  -18.610  -16.549  -17.334
O  -19.105  -17.745  -15.225
C  -20.457  -15.420  -15.642
F  -20.217  -14.201  -16.116
F  -21.540  -15.961  -16.231
F  -20.769  -15.309  -14.371
C  -15.506  -13.409  -11.548
O  -15.234  -13.152  -12.688
N  -14.676  -14.168  -10.809
C  -13.597  -14.880  -11.419
C  -14.775  -14.320  -9.369
H  -16.353  -13.028  -10.957
H  -13.547  -15.968  -11.405
H  -12.660  -14.588  -10.945
H  -13.435  -14.684  -12.479
H  -15.587  -13.686  -9.013
H  -15.018  -15.304  -8.968
H  -13.861  -14.006  -8.863
C  -15.504  -21.092  -14.942
O  -14.529  -21.757  -14.488
N  -16.483  -21.649  -15.780
C  -17.508  -20.811  -16.389
C  -16.527  -23.121  -16.106
H  -15.627  -20.018  -14.732
H  -18.510  -20.918  -15.973
H  -17.637  -20.901  -17.467
H  -17.318  -19.762  -16.159
H  -15.939  -23.723  -15.413
H  -17.539  -23.522  -16.058
H  -16.140  -23.189  -17.123
C  -19.700  -17.226  -12.037
O  -20.261  -18.284  -12.275
N  -19.723  -16.712  -10.788
C  -19.084  -15.446  -10.507
C  -20.457  -17.360  -9.657
H  -19.031  -16.720  -12.750
H  -19.869  -14.690  -10.492
H  -18.408  -15.063  -11.272
H  -18.547  -15.368  -9.562
H  -20.708  -18.388  -9.918
H  -19.816  -17.552  -8.797
H  -21.332  -16.756  -9.416
C  -10.132  -17.558  -16.731
O  -9.402  -18.158  -15.946
N  -11.319  -17.081  -16.401
C  -12.271  -16.541  -17.362
C  -11.770  -17.050  -15.006
H  -9.955  -17.352  -17.798
H  -12.181  -15.457  -17.286
H  -13.257  -16.955  -17.152
H  -11.897  -16.703  -18.373
H  -12.796  -17.418  -14.986
H  -11.228  -17.643  -14.269
H  -11.803  -16.001  -14.713
C  -20.688  -19.696  -18.054
O  -19.641  -19.339  -17.607
N  -21.313  -19.118  -19.101
C  -22.527  -19.681  -19.594
C  -21.003  -17.825  -19.792
H  -21.259  -20.604  -17.806
H  -23.354  -18.987  -19.440
H  -22.620  -20.710  -19.248
H  -22.386  -19.739  -20.673
H  -21.851  -17.152  -19.668
H  -20.053  -17.426  -19.437
H  -20.775  -17.801  -20.858
C  -14.238  -19.395  -18.401
C  -15.059  -18.405  -19.190
O  -14.472  -17.483  -19.789
C  -16.558  -18.567  -19.242
H  -13.268  -19.603  -18.851
H  -14.862  -20.278  -18.264
H  -13.903  -18.959  -17.459
H  -16.947  -19.285  -18.520
H  -16.810  -18.881  -20.255
H  -17.046  -17.608  -19.067
C  -22.877  -11.618  -18.673
C  -21.476  -11.145  -18.815
O  -21.072  -10.023  -18.347
C  -20.428  -12.068  -19.267
H  -22.912  -12.166  -17.731
H  -23.182  -12.192  -19.548
H  -23.532  -10.749  -18.602
H  -20.839  -12.876  -19.873
H  -19.909  -12.645  -18.502
H  -19.654  -11.556  -19.839
C  -17.271  -19.167  -10.316
C  -16.103  -20.140  -10.548
O  -16.368  -21.363  -10.403
C  -14.669  -19.646  -10.683
H  -18.205  -19.580  -10.696
H  -17.114  -18.223  -10.837
H  -17.344  -18.799  -9.293
H  -14.134  -20.477  -11.141
H  -14.278  -19.382  -9.700
H  -14.629  -18.788  -11.353
C  -22.412  -18.809  -14.698
C  -23.704  -19.440  -14.713
N  -24.790  -19.965  -14.756
H  -21.660  -19.591  -14.586
H  -22.273  -18.021  -13.959
H  -22.371  -18.330  -15.676

Calculated values
**Orbital gap**: 7.912 eV
**Molecular weight**: 879.0 g mol⁻¹

=====

(2)
Computed, not measured: an isolated ion of composition C10H16N3O2S and charge +1 at a distorted geometry, with ωB97M-V with the def2-TZVPD basis set.

Element x y z (Å)
N  2.078  2.441  1.863
S  1.375  0.952  2.014
O  2.383  0.150  2.646
O  0.083  1.137  2.572
C  1.217  0.559  0.466
C  2.453  -0.118  -0.132
C  2.272  -0.709  -1.313
C  1.029  -0.544  -2.140
C  -0.053  -0.077  -1.416
N  -1.242  -0.130  -2.035
C  -2.611  0.657  -1.354
C  -3.198  -0.120  -0.332
N  -3.640  -1.600  -0.741
C  -2.476  -2.232  -1.398
C  -1.728  -1.649  -2.422
C  0.047  0.378  -0.121
H  1.584  3.267  2.149
H  3.052  2.753  2.151
H  3.389  -0.176  0.265
H  3.161  -1.063  -1.966
H  0.971  -1.072  -3.232
H  -2.042  1.408  -1.099
H  -3.307  0.780  -2.102
H  -3.996  0.245  0.184
H  -2.631  -0.452  0.652
H  -4.127  -2.098  -0.264
H  -4.247  -1.485  -1.558
H  -2.692  -3.405  -1.709
H  -1.695  -2.594  -0.637
H  -0.896  -1.894  -3.118
H  -2.584  -1.354  -3.381
H  -0.496  0.745  0.386

Calculated values
**SMILES**: NS(=O)(=O)c1cccc(N2CC[NH2+]CC2)c1
**Orbital gap**: 8.161 eV
**Molecular weight**: 242.3 g mol⁻¹
**Net charge**: +1

=====

(3)
Computed, not measured: one molecule with the formula C6H11NO at a distorted geometry, with ωB97M-V with the def2-TZVPD basis set.

Element x y z (Å)
C  0.368  2.309  0.866
C  0.621  1.175  0.271
C  0.722  0.269  -0.704
C  1.094  0.565  -2.128
N  0.509  -1.028  -0.313
O  -0.138  -1.779  -1.335
C  -0.171  -1.026  1.322
C  -1.657  -0.769  1.246
H  -0.408  2.987  0.523
H  0.893  2.612  1.767
H  1.805  -0.171  -2.504
H  1.531  1.559  -2.195
H  0.205  0.523  -2.759
H  0.320  -2.630  -1.335
H  0.339  -0.410  2.056
H  0.071  -2.065  1.529
H  -2.128  -1.017  2.201
H  -2.114  -1.381  0.468
H  -1.863  0.276  1.022

Calculated values
**SMILES**: C=C=C(C)N(O)CC
**Orbital gap**: 8.383 eV
**Molecular weight**: 113.2 g mol⁻¹
**Relative energy (zero: lowest compared OMol25 entry of this formula, charge and spin)**: 121.4 kcal per mole

=====

(4)
Computed, not measured: a 2-piece molecular cluster, C3H11N3O overall at a distorted geometry, with ωB97M-V with the def2-TZVPD basis set.

Element x y z (Å)
C  -1.062  -1.026  1.244
C  -0.381  -1.128  -0.108
N  -0.848  0.053  -0.875
C  0.039  0.860  -1.665
N  1.311  0.361  -1.690
N  -0.526  1.745  -2.413
H  -2.152  -1.177  1.160
H  -0.782  -1.852  1.910
H  -0.876  -0.065  1.718
H  -0.470  -2.094  -0.626
H  0.691  -1.015  0.030
H  -1.658  0.515  -0.500
H  1.882  0.446  -0.845
H  1.859  0.780  -2.432
H  -1.408  1.365  -2.727
H  1.943  0.941  1.993
H  1.340  0.536  3.371
O  1.100  0.755  2.455

Calculated values
**Orbital gap (alpha / beta)**: 3.411 / 9.255 eV
**Molecular weight**: 105.1 g mol⁻¹
**2S+1**: 2
**Relative energy (zero: lowest compared OMol25 entry of this formula, charge and spin)**: 14.6 kcal per mole
**Net charge**: -1

=====

(5)
Computed, not measured: C11H41CaN14O10 as an isolated structure at a distorted geometry, with ωB97M-V with the def2-TZVPD basis set.

Element x y z (Å)
Ca  5.858  3.929  3.768
C  4.221  2.644  -0.252
C  5.015  1.956  0.898
O  4.774  2.504  2.203
H  3.376  2.036  -0.575
H  4.793  2.624  -1.180
H  3.944  3.698  -0.245
H  6.086  1.841  0.733
H  4.711  0.911  0.837
C  1.297  2.624  3.674
O  1.953  1.941  2.601
H  1.203  3.699  3.517
H  0.266  2.279  3.592
H  1.883  2.395  4.564
H  2.790  2.352  2.372
C  2.526  -0.762  4.483
O  3.478  -0.711  3.390
H  1.561  -0.491  4.056
H  2.328  -1.719  4.965
H  2.769  0.022  5.201
H  3.913  0.140  3.297
C  4.231  6.329  -3.863
O  3.410  7.210  -3.459
N  4.005  5.075  -3.574
N  5.308  6.606  -4.527
H  4.762  4.422  -3.716
H  3.378  4.792  -2.834
H  5.924  5.997  -5.047
H  5.526  7.584  -4.653
C  6.857  2.965  -2.981
O  7.093  2.890  -1.786
N  6.064  2.216  -3.543
N  7.468  3.725  -3.802
H  5.347  1.795  -2.970
H  5.713  2.447  -4.462
H  7.004  3.959  -4.669
H  8.305  4.280  -3.691
C  4.763  -0.729  -2.253
O  4.141  -0.049  -3.011
N  5.817  -0.385  -1.582
N  4.488  -1.945  -2.018
H  5.873  0.574  -1.270
H  6.074  -1.070  -0.886
H  5.085  -2.376  -1.327
H  3.686  -2.278  -2.535
C  10.127  3.936  0.257
O  11.207  4.133  0.756
N  9.429  2.861  0.445
N  9.578  4.662  -0.686
H  9.711  2.220  1.173
H  8.633  2.674  -0.148
H  8.797  4.323  -1.231
H  10.124  5.505  -0.787
C  0.513  3.847  0.148
O  0.228  4.011  -0.998
N  1.467  4.427  0.704
N  -0.100  3.012  0.951
H  2.051  4.973  0.088
H  1.667  4.148  1.654
H  0.066  2.775  1.919
H  -0.673  2.333  0.471
C  1.183  -0.771  0.343
O  0.666  -1.472  -0.475
N  2.497  -0.647  0.538
N  0.496  -0.149  1.271
H  2.812  -0.497  1.486
H  3.089  -1.114  -0.134
H  0.898  0.656  1.729
H  -0.510  -0.238  1.309
C  6.836  5.923  1.084
O  6.899  5.226  2.100
N  6.325  5.456  -0.044
N  7.202  7.203  1.124
H  6.654  5.847  -0.915
H  6.222  4.464  0.115
H  7.443  7.476  2.066
H  7.137  7.830  0.335

Calculated values
**Orbital gap (alpha / beta)**: 5.874 / 2.935 eV
**Molecular weight**: 569.6 g mol⁻¹
**2S+1**: 2
**Net charge**: +2

=====

(6)
Computed, not measured: a 3-piece molecular cluster, C15H24NO10 overall at a distorted geometry, with ωB97M-V with the def2-TZVPD basis set.

Element x y z (Å)
C  3.921  -2.615  -0.184
C  4.034  -1.416  -0.073
N  4.189  -0.085  -0.037
C  3.097  0.582  -0.878
C  1.950  0.966  0.030
C  0.608  0.946  -0.642
O  0.141  -0.403  -0.838
C  0.459  -0.965  -1.996
O  0.568  -0.411  -3.049
C  3.700  1.842  -1.569
O  4.863  1.776  -1.969
O  2.914  2.769  -1.653
H  3.764  -3.617  -0.403
H  4.031  0.208  0.918
H  2.832  -0.147  -1.628
H  1.861  0.326  0.905
H  2.115  1.977  0.365
H  0.595  1.549  -1.535
H  -0.092  1.402  0.043
H  0.574  -2.047  -1.930
C  1.866  -0.106  6.291
C  2.497  -1.416  5.870
O  1.508  -2.372  5.467
C  1.025  -2.194  4.237
O  1.353  -1.339  3.463
O  0.108  -3.134  4.008
C  -0.527  -3.016  2.731
H  1.111  -0.276  7.060
H  2.624  0.572  6.684
H  1.376  0.380  5.448
H  3.016  -1.871  6.712
H  3.224  -1.272  5.072
H  0.209  -2.965  1.931
H  -1.164  -2.133  2.708
H  -1.139  -3.904  2.604
C  -1.927  2.005  -3.279
C  -2.661  0.699  -3.069
O  -4.037  0.926  -2.699
C  -4.858  1.231  -3.693
O  -4.583  1.299  -4.861
O  -6.077  1.433  -3.174
C  -7.057  1.822  -4.132
H  -2.034  2.646  -2.403
H  -0.868  1.820  -3.455
H  -2.330  2.548  -4.134
H  -2.218  0.157  -2.236
H  -2.604  0.058  -3.948
H  -7.090  1.124  -4.966
H  -6.851  2.828  -4.495
H  -8.015  1.815  -3.620

Calculated values
**Orbital gap**: 6.860 eV
**Molecular weight**: 378.4 g mol⁻¹
**Relative energy (zero: lowest compared OMol25 entry of this formula, charge and spin)**: 0.0 kcal per mole
**Net charge**: -1